[1]
The following is a DFT calculation (ωB97M-V/def2-TZVPD) of a single C15H20ClNOS molecule in a non-equilibrium geometry.

Last column: Löwdin charge in e.
Atoms and positions in Å:
O1 -1.45719 -1.43599 1.19706  0.076
C1 -1.78041 -0.44967 0.54807  -0.525
C2 -1.06825 0.59753 0.02298  -0.189
C3 -0.33571 1.50201 0.99950  -0.380
S1 1.19479 2.34266 0.31999  0.930
C4 2.38705 0.91535 0.13515  -0.469
C5 3.57361 1.68991 -0.53777  -0.028
C6 4.51509 0.62771 -0.58283  -0.132
C7 4.52743 -0.68223 -0.16915  -0.751
Cl1 5.77915 -1.80295 -0.47454  0.701
C8 3.35746 -0.96816 0.35010  -0.147
C9 2.25620 -0.23381 0.46699  -0.193
N1 -3.08332 -0.01638 0.54539  0.008
C10 -3.75916 1.00346 -0.12976  -0.223
C11 -4.14179 0.66298 -1.53414  -0.215
C12 -5.29502 -0.16283 -1.93162  -0.199
C13 -5.23103 -1.47560 -1.13262  -0.185
C14 -5.38421 -1.37408 0.45417  -0.171
C15 -4.21575 -0.80317 1.27782  -0.073
H1 -0.17389 -0.10556 -0.30726  0.157
H2 -1.40421 1.15510 -0.90354  0.149
H3 -1.09165 2.20708 1.44815  0.125
H4 -0.02396 0.97447 1.56812  -0.105
H5 3.62482 2.55447 -1.02573  0.040
H6 5.53327 1.20037 -1.15402  0.174
H7 3.25189 -2.22363 0.72996  0.200
H8 1.44152 -0.53771 1.12020  0.141
H9 -4.72355 1.11258 0.24889  0.104
H10 -3.19614 1.89228 -0.09589  0.107
H11 -3.28455 0.17480 -1.86147  0.090
H12 -4.30648 1.74316 -1.97970  0.162
H13 -6.23414 0.27361 -1.44280  0.141
H14 -5.23434 -0.29472 -2.94126  0.081
H15 -6.00239 -2.21342 -1.31245  0.084
H16 -4.16478 -2.12039 -1.14785  0.172
H17 -6.15658 -0.46477 0.65016  0.138
H18 -5.84090 -2.26825 0.74874  0.080
H19 -3.69533 -1.82018 1.35104  0.141
H20 -4.41188 -0.74507 2.11303  -0.016

Lowest unoccupied orbital energy ... 0.023 hartree
HOMO level ... -8.4 eV
Spin multiplicity ... 1
SMILES ... O=C(CCSc1ccc(Cl)cc1)N1CCCCCC1
ΔE to the lowest compared entry with this formula, charge and spin ... 302.7 kcal/mol
HOMO-LUMO gap ... 9.08 eV


[2]
The following is a DFT calculation (ωB97M-V/def2-TZVPD) of a molecular structure, C15H20CrGeN4O2S4 in a non-equilibrium geometry.

Last column: Löwdin charge in e.
Atoms and positions in Å:
Cr1 0.66875 -0.88071 -0.52550  0.238
S1 -0.03300 -0.84214 -5.07902  0.274
C1 0.23379 -0.77363 -3.41740  -1.819
S2 -1.05354 -0.51157 -2.26662  0.355
S3 1.78938 -1.03821 -2.69705  0.395
N1 -2.16338 6.67051 1.30836  0.063
C2 -1.19063 5.69354 0.99732  -0.340
C3 -1.37808 4.83290 -0.08117  -0.039
C4 -0.40972 3.89848 -0.40801  -0.040
C5 0.75286 3.81680 0.34808  -0.289
C6 0.94559 4.66350 1.42595  -0.069
C7 -0.01928 5.60806 1.74348  -0.052
S4 1.96767 2.61123 -0.11068  0.569
O1 2.11978 2.74515 -1.53090  -0.302
O2 3.10560 2.82970 0.74975  -0.328
N2 1.24836 1.21136 0.16281  -0.135
C8 0.97947 0.83012 1.43322  -0.451
N3 1.01707 1.59545 2.52421  0.134
C9 0.69024 1.01373 3.67346  -0.160
C10 0.32520 -0.31543 3.77850  -0.086
C11 0.30422 -1.04761 2.59733  -0.126
N4 0.62611 -0.49982 1.44323  -0.021
H1 -3.08762 6.40923 0.99859  0.071
H2 -2.17912 6.90735 2.28896  0.069
H3 -2.29025 4.89418 -0.66549  0.105
H4 -0.55165 3.22072 -1.24215  0.122
H5 1.84857 4.55914 2.01220  0.105
H6 0.12774 6.27866 2.58454  0.098
H7 0.72105 1.65240 4.55242  0.094
H8 0.06442 -0.76851 4.72436  0.080
H9 0.03597 -2.09719 2.56208  0.101
C12 -2.14749 -4.11390 -1.83334  -0.242
Ge1 -0.23322 -4.25533 -1.44655  0.680
C13 0.72367 -4.42914 -3.13808  -0.242
C14 -0.06108 -6.07016 -0.64013  -0.260
C15 0.38598 -2.95647 -0.16863  -0.450
H10 -2.47922 -4.98519 -2.40581  0.001
H11 -2.34272 -3.20370 -2.40220  -0.017
H12 -2.71665 -4.07045 -0.90000  0.006
H13 0.41014 -5.35678 -3.62901  0.004
H14 1.79923 -4.46719 -2.95407  0.010
H15 0.53073 -3.58395 -3.79985  -0.024
H16 -0.46870 -6.83323 -1.31221  -0.007
H17 -0.59218 -6.12778 0.31471  -0.005
H18 0.99271 -6.30077 -0.45678  -0.003
H19 1.33080 -3.36109 0.23373  -0.026
H20 -0.34758 -3.05223 0.65336  -0.043

Lowest unoccupied orbital energy (spin up / spin down) ... 0.159 / 0.159 hartree
HOMO level (spin up / spin down) ... 0.0 / -1.0 eV
Spin multiplicity ... 5
Total charge ... -2
ΔE to the lowest compared entry with this formula, charge and spin ... 10.3 kcal/mol
HOMO-LUMO gap (spin up / spin down) ... 4.33 / 5.34 eV


[3]
The following is a DFT calculation (ωB97M-V/def2-TZVPD) of 3 unconnected molecules or ions with the total composition C15H20F4IN2O3P in a non-equilibrium geometry.

Last column: Löwdin charge in e.
Atoms and positions in Å:
C1 0.81979 0.54762 3.39105  -0.042
C2 2.13907 -0.29663 3.26012  -0.305
F1 3.31644 0.42431 3.63305  -0.046
C3 2.29940 -1.08765 1.92286  -0.046
C4 2.38743 -2.60682 1.94799  -0.021
C5 2.28197 -3.45249 3.25061  -0.470
F2 1.10550 -3.19300 3.94849  0.095
F3 3.39198 -3.15775 4.04291  0.098
F4 2.31113 -4.80911 3.05544  0.105
C6 2.57819 -3.35395 0.72046  0.080
C7 2.69025 -2.70581 -0.63894  -0.184
N1 2.89167 -3.57093 -1.71060  0.111
C8 2.92883 -2.82312 -2.84504  -0.094
C9 2.82641 -1.33953 -2.96451  -0.075
N2 2.67293 -0.54375 -1.88143  0.073
C10 2.57844 -1.23841 -0.68161  -0.216
C11 2.37787 -0.43513 0.59146  -0.271
P1 2.24518 1.43483 0.29915  0.578
O1 2.62291 2.31035 1.69018  -0.405
I1 -0.16150 1.82710 -0.24383  0.469
H1 0.83761 1.11850 4.36327  0.101
H2 -0.02056 -0.20426 3.50707  0.099
H3 0.56803 1.17706 2.50629  -0.021
H4 2.05183 -1.07889 4.07375  0.125
H5 2.66696 -4.47307 0.78053  0.127
H6 3.05250 -3.39464 -3.80830  0.111
H7 2.88436 -0.87231 -3.97901  0.114
H8 1.86490 2.91736 1.83458  0.033
C12 -2.56016 4.55520 -4.43923  -0.094
C13 -2.22601 3.38661 -3.53234  -0.336
O2 -3.02817 3.42562 -2.35570  -0.115
H9 -2.39667 5.50148 -3.91937  0.077
H10 -1.94536 4.53793 -5.34160  0.074
H11 -3.61356 4.52902 -4.73175  0.072
H12 -1.18011 3.42810 -3.22531  0.090
H13 -2.39820 2.43432 -4.04479  0.109
H14 -3.95153 3.37917 -2.63072  0.079
C14 -4.91741 -0.21744 0.06626  -0.093
C15 -3.47135 0.02938 0.45143  -0.363
O3 -3.21467 -0.47435 1.75876  -0.095
H15 -5.59049 0.26281 0.77972  0.077
H16 -5.12741 0.17062 -0.93288  0.070
H17 -5.14502 -1.28701 0.08247  0.072
H18 -3.25472 1.09820 0.45481  0.077
H19 -2.79008 -0.45839 -0.25343  0.092
H20 -3.39860 -1.42111 1.74764  0.080

Lowest unoccupied orbital energy ... -0.048 hartree
HOMO level ... -8.3 eV
Spin multiplicity ... 1
SMILES ... C[C@H](F)c1c(C(F)(F)F)cc2nccnc2c1P(O)I.CCO.CCO
HOMO-LUMO gap ... 7.00 eV


[4]
The following is a DFT calculation (ωB97M-V/def2-TZVPD) of 2 unconnected molecules or ions with the total composition C15H20F4N4O3.

Last column: Löwdin charge in e.
Atoms and positions in Å:
O1 2.01230 1.57488 -0.52213  0.032
C1 1.15155 2.16994 -1.45346  -0.235
C2 0.98023 1.20473 -2.66975  -0.007
N1 1.73605 -0.01219 -2.47050  0.020
N2 2.94258 -0.19019 -3.09860  0.147
C3 3.46211 -1.31453 -2.62339  -0.082
N3 2.68401 -1.90130 -1.74136  0.200
C4 1.59742 -1.09195 -1.66040  -0.262
N4 0.57272 -1.37067 -0.86592  0.023
C5 0.72755 -2.47227 0.09846  -0.087
C6 1.68359 -2.17353 1.24109  -0.162
F1 0.86744 -1.70568 2.24899  -0.045
C7 -0.68702 -0.68593 -0.79137  -0.143
O2 -0.57479 0.37268 0.13646  -0.061
C8 -1.80799 0.77136 0.65213  -0.281
C9 -2.22227 0.19460 1.84034  0.023
C10 -3.44042 0.57089 2.37226  -0.034
C11 -4.23263 1.50452 1.71746  -0.076
C12 -3.79860 2.07848 0.53357  -0.086
C13 -2.57844 1.70916 -0.00883  -0.036
C14 1.74378 3.49642 -1.91423  -0.563
F2 1.60243 4.43390 -0.97035  0.171
F3 3.06000 3.37289 -2.20625  0.144
F4 1.12404 3.93352 -3.04218  0.133
H1 1.69478 1.75157 0.37035  0.131
H2 0.18577 2.37185 -0.99748  0.143
H3 1.38566 1.68083 -3.55976  0.133
H4 -0.05682 0.99552 -2.89216  0.128
H5 3.34695 0.46908 -3.74126  0.184
H6 4.42188 -1.68704 -2.94150  0.147
H7 0.97906 -3.39494 -0.41941  0.128
H8 -0.24239 -2.60271 0.56709  0.128
H9 2.42253 -1.40618 1.00351  0.114
H10 2.21272 -3.07790 1.53926  0.127
H11 -1.40571 -1.41542 -0.42219  0.149
H12 -1.05460 -0.32892 -1.75357  0.133
H13 -1.59918 -0.52820 2.35581  0.110
H14 -3.77877 0.13097 3.29870  0.122
H15 -5.18959 1.79083 2.12861  0.105
H16 -4.40847 2.80801 0.02144  0.102
H17 -2.24632 2.15544 -0.93828  0.105
C15 -1.07379 -2.82794 4.34145  -0.556
O3 -2.04944 -2.40136 5.13414  -0.419
H18 -0.02754 -2.48898 4.60656  0.029
H19 -0.95678 -3.95512 4.24998  0.029
H20 -1.16559 -2.50914 3.24665  -0.002

Lowest unoccupied orbital energy ... -0.039 hartree
HOMO level ... -4.0 eV
Spin multiplicity ... 1
HOMO-LUMO gap ... 2.94 eV


[5]
The following is a DFT calculation (ωB97M-V/def2-TZVPD) of 2 unconnected molecules or ions with the total composition C15H20FNO3 in a non-equilibrium geometry.

Last column: Löwdin charge in e.
Atoms and positions in Å:
C1 -4.10354 -0.24395 -1.92357  -0.078
C2 -3.47330 0.33969 -0.71216  -0.173
O1 -2.01525 0.48125 -1.06032  0.006
C3 -1.37660 1.24795 -0.17131  -0.383
O2 -1.94017 1.61923 0.84079  0.111
C4 0.09952 1.69381 -0.48527  -0.281
F1 0.78919 0.54003 -0.27979  0.043
C5 0.46340 2.23456 -1.90091  -0.067
C6 1.94191 1.96708 -2.36074  -0.168
C7 2.90835 1.43973 -1.30781  -0.218
C8 3.04614 2.23608 0.00762  -0.172
C9 1.96512 3.24999 0.37853  -0.119
C10 0.60918 2.66397 0.66334  -0.290
O3 0.03141 2.87171 1.69931  0.133
H1 -5.13851 -0.50929 -1.76833  0.078
H2 -4.10425 0.45429 -2.74820  0.076
H3 -3.57013 -1.14109 -2.22113  0.082
H4 -3.79981 1.35158 -0.48630  0.122
H5 -3.57981 -0.30368 0.16349  0.130
H6 -0.17102 1.67050 -2.61594  0.122
H7 0.23765 3.30745 -1.85682  0.123
H8 2.40908 2.89647 -2.70897  0.108
H9 1.96627 1.27660 -3.23254  0.118
H10 3.91818 1.32560 -1.73254  0.112
H11 2.61799 0.41894 -1.08512  0.094
H12 3.96691 2.82529 -0.05414  0.107
H13 3.21009 1.58840 0.88191  0.122
H14 1.82950 3.97019 -0.43634  0.122
H15 2.24226 3.79561 1.29616  0.131
C11 0.43612 -5.10590 2.75850  -0.100
C12 0.13170 -3.98718 3.55777  -0.090
C13 -0.69296 -2.99238 2.96736  -0.140
N1 -1.45263 -3.36357 1.89649  0.055
C14 -0.60146 -3.88057 0.96664  -0.148
C15 0.23452 -4.95796 1.36826  -0.090
H16 0.85765 -6.03547 3.18772  0.108
H17 0.56799 -3.89469 4.54541  0.093
H18 -0.68422 -1.96649 3.35352  0.114
H19 -0.53069 -3.47712 -0.05800  0.113
H20 0.75420 -5.60663 0.67343  0.091

Lowest unoccupied orbital energy ... -0.005 hartree
HOMO level ... -8.8 eV
Spin multiplicity ... 1
SMILES ... CCOC(=O)[C@@]1(F)CCCCCC1=O.c1ccncc1
ΔE to the lowest compared entry with this formula, charge and spin ... 80.2 kcal/mol
HOMO-LUMO gap ... 8.62 eV


[6]
The following is a DFT calculation (ωB97M-V/def2-TZVPD) of 2 unconnected molecules or ions with the total composition C15H20N2 in a non-equilibrium geometry.

Last column: Löwdin charge in e.
Atoms and positions in Å:
C1 0.55287 -1.17882 3.09182  -0.068
C2 -0.25923 0.01620 2.82415  0.071
C3 -0.35546 0.65392 1.57555  -0.115
C4 -1.63333 1.06158 1.03677  -0.178
C5 -2.91031 0.61236 1.68387  -0.037
C6 -1.68643 1.84499 -0.10988  0.000
C7 -0.52448 2.22863 -0.79010  -0.230
C8 -0.63055 3.10357 -1.99802  -0.038
C9 0.71844 1.74360 -0.34731  0.016
C10 0.81593 0.92786 0.77927  -0.149
C11 2.17307 0.46920 1.18252  -0.037
H1 0.14429 -1.76699 3.92244  0.099
H2 0.70615 -1.83283 2.21721  0.103
H3 1.52480 -0.82444 3.44877  0.055
H4 -1.00852 0.25736 3.56731  0.125
H5 -3.76816 1.11428 1.21851  0.085
H6 -3.08831 -0.46862 1.56760  0.100
H7 -2.91008 0.82143 2.76086  0.087
H8 -2.66545 2.15964 -0.49351  0.130
H9 0.35935 3.27223 -2.43388  0.082
H10 -1.29957 2.66181 -2.75349  0.096
H11 -1.05320 4.07927 -1.72435  0.096
H12 1.62914 2.00580 -0.89916  0.126
H13 2.94124 0.98883 0.59197  0.091
H14 2.33111 0.69922 2.24137  0.055
H15 2.33592 -0.60894 1.04565  0.097
C12 4.74673 1.50217 6.72337  -0.084
C13 3.55507 1.51154 5.85142  -0.421
C14 3.17490 0.48845 4.92842  -0.166
N1 2.06605 0.92158 4.26896  -0.105
C15 1.75302 2.14697 4.77468  -0.271
N2 2.65113 2.52443 5.75805  0.033
H16 5.24811 0.53355 6.62682  0.064
H17 5.45276 2.28475 6.41903  0.068
H18 4.46544 1.65203 7.77231  0.068
H19 3.68477 -0.46071 4.77760  0.081
H20 0.89994 2.71325 4.41294  0.070

Lowest unoccupied orbital energy ... -0.089 hartree
HOMO level ... -6.2 eV
Spin multiplicity ... 1
ΔE to the lowest compared entry with this formula, charge and spin ... 61.6 kcal/mol
HOMO-LUMO gap ... 3.79 eV